## one
# C4H4N

A 2-piece molecular cluster, C4H4N overall (wB97M-V/def2-TZVPD, the OMol25 dataset).

LUMO energy (spin up / spin down)	-8.56 / -7.55	eV
net charge	+1
E_HOMO (spin up / spin down)	-15.812 / -15.428	eV
HOMO-LUMO gap (spin up / spin down)	0.2665 / 0.2896	hartree

Each line ends with the Mulliken charge.
Positions of all 9 atoms, in Å:
C 2.6916 0.5551 -0.0659  0.00
C -2.3121 0.9119 0.0170  -0.20
C 1.5973 0.0527 0.0424  -0.16
C -1.3958 0.1263 -0.0552  0.22
N -0.4918 -0.8754 -0.0087  -0.30
H 3.3056 1.3781 0.3270  0.31
H -2.8876 1.7780 0.1789  0.42
H -0.1666 -1.2821 0.8494  0.37
H -0.4476 -1.5882 -0.6919  0.34

=====

## two
# C4H4N

An isolated ion of composition C4H4N and charge +1 (wB97M-V/def2-TZVPD, the OMol25 dataset).

LUMO energy (spin up / spin down)	-7.23 / -7.08	eV
net charge	+1
E_HOMO (spin up / spin down)	-14.464 / -13.851	eV
HOMO-LUMO gap (spin up / spin down)	0.2659 / 0.2489	hartree

Each line ends with the Mulliken charge.
Positions of all 9 atoms, in Å:
C 1.3746 1.8995 -2.2753  0.14
C -0.8860 -1.1050 0.8093  -0.51
C 0.3450 0.4911 -0.6779  0.43
C 0.0152 -0.1275 0.4798  -0.32
N 0.9659 1.1817 -1.4323  -0.03
H 2.2504 2.4017 -2.7322  0.38
H -1.3586 -1.6817 -0.0745  0.26
H 0.4103 0.2507 1.3225  0.34
H -0.9876 -1.4481 1.8528  0.31

=====

Most stable: two. Least stable: one.

=====

## one
# C2H5ClN2S

A 2-piece molecular cluster, C2H5ClN2S overall (wB97M-V/def2-TZVPD, the OMol25 dataset).

LUMO energy (spin up / spin down)	-2.20 / -2.90	eV
net charge	0
E_HOMO (spin up / spin down)	-8.362 / -8.343	eV
HOMO-LUMO gap (spin up / spin down)	0.2264 / 0.2002	hartree

Each line ends with the Mulliken charge.
Positions of all 11 atoms, in Å:
C -0.2032 -1.1058 -0.1532  0.33
C 0.5434 0.0270 0.1015  -0.42
N -1.4918 -1.2815 0.2194  -0.28
N 2.2370 1.9348 -0.0048  -0.43
S 2.2631 0.3577 -0.1257  0.28
Cl -2.5397 1.4006 -0.2502  -0.73
H 0.1179 -2.0648 -0.6163  0.29
H 0.1208 1.0442 0.4742  0.27
H -2.0274 -2.1836 -0.1357  0.30
H 3.1190 2.2570 0.2876  0.28
H -2.1391 -0.3856 0.2033  0.12

=====

## two
# C2H5ClN2S

A 2-piece molecular cluster, C2H5ClN2S overall (wB97M-V/def2-TZVPD, the OMol25 dataset).

LUMO energy	0.32	eV
net charge	0
E_HOMO	-9.119	eV
HOMO-LUMO gap	0.3468	hartree
structure (SMILES)	C1CSN=N1.Cl

Each line ends with the Mulliken charge.
Positions of all 11 atoms, in Å:
C 1.0283 0.7891 -0.1919  -0.33
C 0.4569 -0.3712 0.7075  -0.46
S 0.0566 -1.7153 -0.5108  -0.01
N 0.4890 -0.6712 -1.8976  -0.05
N 0.9608 0.4108 -1.5702  -0.24
H 0.2385 1.5968 -0.0742  0.24
H 2.0006 0.9357 0.0383  0.32
H 1.2541 -0.7984 1.4583  0.28
H -0.3954 -0.1155 1.2636  0.25
Cl -3.3921 -0.5882 0.2310  -0.23
H -2.6975 0.5275 0.5460  0.24

=====

Most stable: two. Least stable: one.

=====

## one
# C10H8O3

The molecule C10H8O3 (wB97M-V/def2-TZVPD, the OMol25 dataset).

LUMO energy	-0.56	eV
net charge	0
E_HOMO	-8.415	eV
HOMO-LUMO gap	0.2886	hartree
structure (SMILES)	O=C/C=C/c1ccc2c(c1)OCO2

Each line ends with the Mulliken charge.
Positions of all 21 atoms, in Å:
O -0.7337 5.2167 0.9540  -0.49
C 0.1983 4.4949 0.3727  0.05
C -0.1276 2.9610 -0.0752  -0.31
C 0.7800 1.9131 0.0689  -0.34
C 0.5899 0.4663 -0.0527  1.06
C 1.7211 -0.3994 -0.2885  -0.67
C 1.5494 -1.7508 -0.3279  -0.81
C 0.1648 -2.2311 -0.2888  0.57
C -0.8959 -1.2994 -0.2156  0.51
C -0.6930 0.0184 -0.2087  -0.80
O -2.0619 -2.1485 -0.3081  -0.46
C -1.6665 -3.4531 0.2341  -0.05
O -0.3532 -3.5048 -0.5034  -0.45
H 1.3467 4.8012 0.1299  0.23
H -1.1264 2.5898 0.0560  0.25
H 1.8346 2.1019 0.0292  0.28
H 2.6590 0.0326 -0.3600  0.43
H 2.3796 -2.5077 -0.4210  0.34
H -1.6507 0.6436 -0.0995  0.20
H -2.3769 -4.4682 -0.1570  0.24
H -1.5378 -3.4766 1.4616  0.23

=====

## two
# C10H8O3

The molecule C10H8O3 (wB97M-V/def2-TZVPD, the OMol25 dataset).

LUMO energy	-0.09	eV
net charge	0
E_HOMO	-9.325	eV
HOMO-LUMO gap	0.3392	hartree
structure (SMILES)	O=C[C@@]1(O)C(=O)[C@@H]1c1ccccc1

Each line ends with the Mulliken charge.
Positions of all 21 atoms, in Å:
O -4.2351 -1.6028 -0.0951  -0.49
C -3.4904 -0.8670 0.4922  -0.10
C -2.6448 0.1183 -0.2048  0.90
O -2.4630 -0.2693 -1.5593  -0.58
C -2.3626 1.5877 0.3339  -0.06
O -2.7876 2.6751 0.3421  -0.44
C -1.4132 0.5975 0.7063  -0.67
C 0.0656 0.4328 0.3373  0.25
C 0.7053 -0.7484 0.4982  -0.25
C 2.0367 -0.8695 0.1827  -0.77
C 2.7397 0.1529 -0.4281  -0.30
C 2.0796 1.3655 -0.7264  -0.81
C 0.7476 1.4011 -0.3503  0.05
H -3.5197 -1.0229 1.5620  0.38
H -2.7568 -1.2042 -1.6531  0.35
H -1.5278 0.0619 1.6818  0.58
H -0.0325 -1.3843 0.9028  0.48
H 2.4287 -1.8139 0.4250  0.40
H 3.7680 0.0759 -0.5825  0.43
H 2.3433 2.0212 -1.4945  0.38
H 0.2613 2.3462 -0.6098  0.24

=====

Most stable: two. Least stable: one.

=====

## one
# C24H36HfN9O2S

C24H36HfN9O2S as an isolated structure (wB97M-V/def2-TZVPD, the OMol25 dataset).

LUMO energy	-2.20	eV
net charge	+1
E_HOMO	-9.291	eV
HOMO-LUMO gap	0.2605	hartree

Each line ends with the Mulliken charge.
Positions of all 73 atoms, in Å:
Hf -0.7735 0.4685 0.4946  1.20
N -1.7891 2.4009 -0.5001  -0.49
C -1.6081 3.6488 0.3401  -0.81
C -0.4892 3.3995 1.3569  -0.75
N -0.6690 2.2113 2.1722  0.26
C 0.6104 1.9963 2.9363  -0.92
C 0.6036 0.5681 3.4779  -0.93
N 0.1497 -0.3989 2.4431  -0.46
C -1.8147 2.2666 3.1177  -0.49
C -3.0924 1.7871 2.4596  -0.89
N -2.7578 0.4659 1.7538  -0.50
H -1.0698 2.4618 -1.2281  -0.17
H -2.7009 2.3285 -0.9693  0.28
H -2.5529 3.9165 0.8195  0.23
H -1.3154 4.4691 -0.3334  0.57
H -0.3307 4.2801 1.9966  0.52
H 0.4459 3.2631 0.8090  0.29
H 0.6858 2.7268 3.7686  0.44
H 1.4797 2.1716 2.3365  0.60
H -0.1837 0.5541 4.2615  0.35
H 1.5848 0.3665 3.8884  0.52
H -0.4644 -1.1934 2.8100  0.13
H 0.9892 -0.8985 2.1575  0.44
H -1.8690 3.2813 3.5087  0.35
H -1.6104 1.5371 3.9428  0.22
H -3.5414 2.5001 1.7689  0.30
H -3.7827 1.5451 3.2997  0.47
H -3.5215 0.2217 1.1091  0.34
H -2.8620 -0.2931 2.4772  0.24
N 2.0964 -3.5182 -5.1879  -0.48
C 1.2809 -3.2453 -4.1590  1.14
C 0.1219 -3.9410 -3.8952  -0.88
C -0.7445 -3.5170 -2.9210  -0.37
C -0.4153 -2.4293 -2.1852  -0.12
C 0.8126 -1.7399 -2.3701  -0.20
C 1.6483 -2.1309 -3.3810  -1.12
S -1.7388 -1.7157 -1.2771  1.11
O -1.4777 -0.2696 -1.4405  -0.73
O -3.0010 -2.2579 -1.6622  -0.74
N -1.5165 -1.7485 0.3454  -0.31
C -1.8118 -2.8512 1.0927  0.47
N -2.0018 -2.6630 2.4246  -0.48
C -2.2450 -3.7573 3.2088  -0.24
C -2.2085 -5.0161 2.6943  -0.81
C -2.0441 -5.1102 1.2757  -0.07
N -1.8788 -4.0899 0.5098  -0.44
H 2.0309 -4.3826 -5.6606  0.23
H 3.0335 -3.1579 -5.1682  0.22
H -0.1719 -4.8251 -4.4575  0.30
H -1.6117 -4.1015 -2.6659  0.47
H 1.0202 -0.8285 -1.8695  0.36
H 2.5249 -1.5535 -3.6747  0.37
H -2.4035 -3.4970 4.2589  0.44
H -2.3179 -5.8941 3.3004  0.40
H -2.1516 -6.0595 0.7496  0.43
C 0.5303 2.0624 -3.0204  -1.23
C 1.8259 2.1553 -2.2367  1.06
C 2.9816 2.6069 -2.8694  -0.83
C 4.1977 2.6647 -2.1864  -0.85
C 4.2389 2.1286 -0.9015  -0.74
C 3.1631 1.5908 -0.2894  1.06
C 3.4094 0.7464 0.9875  -1.52
C 1.9046 1.6091 -0.9030  -0.22
N 0.8127 1.0542 -0.2954  0.94
H -0.0410 1.2058 -2.5671  0.31
H 0.7244 1.7773 -4.0891  0.47
H -0.0553 3.0205 -2.9476  0.22
H 2.8814 3.0247 -3.8906  0.39
H 5.1474 2.9514 -2.6461  0.37
H 5.2216 2.0350 -0.4523  0.40
H 3.7014 -0.2814 0.7833  0.34
H 2.4898 0.7608 1.6069  0.09
H 4.2863 1.1356 1.5574  0.44

=====

## two
# C24H36HfN9O2S

C24H36HfN9O2S as an isolated structure (wB97M-V/def2-TZVPD, the OMol25 dataset).

LUMO energy	-2.52	eV
net charge	+1
E_HOMO	-9.589	eV
HOMO-LUMO gap	0.2599	hartree

Each line ends with the Mulliken charge.
Positions of all 73 atoms, in Å:
Hf -6.1743 -12.1723 6.1250  1.43
N -8.2515 -12.8251 4.9673  -0.49
C -8.7310 -11.7282 4.1188  -0.76
C -8.8434 -10.4426 4.9895  -0.67
N -7.4621 -10.1270 5.5774  0.19
C -7.6931 -9.3344 6.7812  -0.85
C -8.2296 -10.1968 7.9278  -1.15
N -7.5523 -11.5017 7.8916  -0.47
C -6.6550 -9.4133 4.5444  -0.74
C -5.1999 -9.8062 4.5867  -0.79
N -5.1147 -11.2242 4.3210  -0.69
H -8.8051 -13.0935 5.7656  0.21
H -8.0337 -13.6906 4.4618  0.31
H -8.0561 -11.6174 3.2664  0.36
H -9.7577 -11.8892 3.6222  0.43
H -9.2664 -9.5260 4.5274  0.36
H -9.5141 -10.7388 5.8652  0.31
H -6.7146 -9.0112 7.0200  0.40
H -8.3611 -8.4604 6.6043  0.44
H -8.1285 -9.8137 8.9559  0.53
H -9.2717 -10.4208 7.8697  0.45
H -6.7298 -11.3740 8.4589  0.11
H -8.2132 -12.2303 8.2069  0.28
H -7.0944 -9.7820 3.5918  0.37
H -6.8338 -8.3534 4.7404  0.46
H -4.6897 -9.2624 3.7838  0.56
H -4.7132 -9.5854 5.5934  0.08
H -5.2373 -11.3882 3.3286  0.26
H -4.1504 -11.4581 4.5775  0.28
N -3.8628 -17.5601 11.7850  -0.51
C -4.7219 -16.9726 10.8640  0.98
C -4.8272 -15.5790 10.7016  -0.87
C -5.6999 -15.0017 9.8118  0.09
C -6.5680 -15.7908 9.0290  -0.52
C -6.4728 -17.1667 9.1713  -0.25
C -5.5512 -17.7571 10.0134  -0.88
S -7.7058 -15.1673 7.8261  1.43
O -8.4740 -16.1835 7.1425  -0.72
O -8.4150 -14.1000 8.5031  -0.95
N -6.7584 -14.3041 6.7720  -0.20
C -5.8649 -15.0023 6.0750  0.27
N -5.2850 -14.1870 5.0913  -0.22
C -4.5344 -14.7907 4.2050  -0.13
C -4.1164 -16.0872 4.3825  -0.89
C -4.7144 -16.8086 5.4453  -0.23
N -5.6500 -16.3285 6.2525  -0.34
H -3.2220 -16.9195 12.3108  0.21
H -3.5473 -18.4906 11.6710  0.20
H -4.1668 -14.9477 11.2641  0.24
H -5.5799 -13.9507 9.6047  0.44
H -7.0051 -17.7309 8.4360  0.46
H -5.4101 -18.8041 10.0613  0.37
H -4.2357 -14.2141 3.3378  0.38
H -3.5214 -16.6376 3.6398  0.40
H -4.3788 -17.8268 5.5455  0.45
C -4.6365 -9.2884 8.7778  -0.91
C -3.7400 -10.4448 9.0197  0.96
C -2.7721 -10.4053 10.0468  -0.85
C -1.9311 -11.4893 10.2367  -1.09
C -1.9859 -12.5600 9.3501  -0.59
C -2.8433 -12.6518 8.3180  0.46
C -2.9440 -13.9334 7.5707  -0.92
C -3.7969 -11.5763 8.1664  0.29
N -4.7874 -11.6584 7.2105  0.61
H -4.2591 -8.3672 9.4181  0.32
H -5.6049 -9.5546 9.1535  0.24
H -4.7418 -8.8848 7.7733  0.15
H -2.6501 -9.5627 10.6820  0.45
H -1.1860 -11.5425 11.0130  0.41
H -1.2912 -13.4066 9.4850  0.40
H -1.9461 -14.3055 7.3778  0.62
H -3.3277 -13.7830 6.5589  -0.07
H -3.4922 -14.7247 8.0408  0.08

=====

Most stable: one. Least stable: two.

=====

## one
# C11H18N4O3

A 2-piece molecular cluster, C11H18N4O3 overall (wB97M-V/def2-TZVPD, the OMol25 dataset).

LUMO energy	0.15	eV
net charge	0
E_HOMO	-9.495	eV
HOMO-LUMO gap	0.3543	hartree
structure (SMILES)	CNC(=O)[C@H](C)NC(C)=O.N#CCC(O)CC#N

Each line ends with the Mulliken charge.
Positions of all 36 atoms, in Å:
C 0.5919 -5.6596 -0.8783  -0.87
N 0.4222 -4.2154 -1.0258  -0.16
C -0.2463 -3.4474 -0.1548  0.33
O -0.7649 -3.9137 0.8533  -0.66
C -0.3021 -1.9374 -0.4745  0.29
C 0.9950 -1.2446 -0.0397  -1.66
N -1.4261 -1.2256 0.1407  -0.08
C -2.7192 -1.3399 -0.1526  0.70
C -3.1733 -2.3146 -1.2221  -1.05
O -3.5406 -0.6414 0.4206  -0.68
H 1.0305 -5.8819 0.0968  0.28
H 1.2446 -6.0473 -1.6611  0.34
H -0.3797 -6.1529 -0.9412  0.28
H 0.8489 -3.7677 -1.8214  0.27
H -0.3834 -1.8305 -1.5565  0.31
H 1.8496 -1.7042 -0.5374  0.40
H 0.9634 -0.1866 -0.3056  0.47
H 1.1226 -1.3415 1.0398  0.39
H -1.2174 -0.6011 0.9006  0.21
H -4.2474 -2.2025 -1.3611  0.31
H -2.9628 -3.3310 -0.8943  0.26
H -2.6645 -2.1016 -2.1590  0.32
N -0.3564 7.1856 1.2001  -0.41
C 0.0990 6.1948 1.6069  0.17
C 0.7001 4.9475 2.0892  -0.40
C 0.8312 3.8973 0.9754  0.06
O 1.5326 2.7860 1.5442  -0.58
C 1.6146 4.4318 -0.2383  -0.54
C 2.0221 3.3646 -1.1587  0.19
N 2.3744 2.5247 -1.8844  -0.44
H 0.0812 4.5501 2.8983  0.37
H 1.6888 5.1719 2.5013  0.29
H -0.1651 3.5810 0.6398  0.23
H 1.0137 2.3547 2.2459  0.34
H 2.5163 4.9461 0.1057  0.32
H 1.0062 5.1524 -0.7919  0.39

=====

## two
# C11H18N4O3

The molecule C11H18N4O3 (wB97M-V/def2-TZVPD, the OMol25 dataset).

LUMO energy	0.59	eV
net charge	0
E_HOMO	-9.255	eV
HOMO-LUMO gap	0.3617	hartree
structure (SMILES)	CC(C)[C@H](NC(=O)[C@@H](N)Cc1c[nH]cn1)C(=O)O

Each line ends with the Mulliken charge.
Positions of all 36 atoms, in Å:
C -1.7504 -3.4269 0.5192  -1.47
C -0.6533 -2.5254 -0.2564  -0.03
C 0.7935 -2.6138 0.4822  -1.11
C -1.0609 -1.1216 -0.4375  -0.02
N 0.0176 -0.4431 -1.1849  -0.17
C -0.2844 0.5552 -2.0590  0.47
O -1.3097 0.6276 -2.7880  -0.74
C 0.6835 1.8302 -1.9824  -0.22
N 0.2843 2.6771 -3.0025  -0.79
C 0.3780 2.4676 -0.6618  -0.92
C 1.1178 1.9979 0.6734  0.31
C 1.4817 2.6772 1.7300  -0.77
N 1.8341 1.7919 2.7199  0.00
C 1.7565 0.6205 2.1068  -0.42
N 1.3589 0.6201 0.8783  -0.18
C -1.4825 -0.3268 0.9204  0.27
O -1.2327 -0.6153 2.0403  -0.49
O -2.3522 0.7148 0.5707  -0.41
H -2.8336 -3.3254 0.1262  0.33
H -1.6721 -3.3998 1.5429  0.38
H -1.4794 -4.4493 0.1533  0.42
H -0.5779 -2.8776 -1.3816  0.37
H 1.3225 -3.6600 0.4746  0.35
H 0.5862 -2.2824 1.5297  0.14
H 1.4844 -2.0324 -0.1070  0.36
H -1.9101 -1.0182 -1.2026  0.62
H 0.7467 -0.2012 -0.5129  0.47
H 1.6804 1.4373 -1.9482  0.48
H 0.9113 2.4500 -3.7677  0.35
H -0.5340 2.0791 -3.4120  0.41
H -0.7497 2.3331 -0.4312  0.06
H 0.7482 3.4102 -0.6674  0.52
H 1.6677 3.7051 1.7711  0.44
H 2.1626 1.9785 3.6266  0.14
H 1.7808 -0.3086 2.6082  0.47
H -2.9136 0.6545 1.3290  0.39

=====

Most stable: one. Least stable: two.

=====

## one
# C4H7BrO

C4H7BrO as an isolated structure (wB97M-V/def2-TZVPD, the OMol25 dataset).

LUMO energy	0.96	eV
net charge	0
E_HOMO	-9.186	eV
HOMO-LUMO gap	0.3730	hartree

Each line ends with the Mulliken charge.
Positions of all 13 atoms, in Å:
C -1.5643 -2.3096 0.1262  -0.60
C -1.4652 -1.0049 -0.0153  -0.23
C 1.5847 1.6668 0.0644  -0.65
C 0.3820 -0.3200 0.0354  -0.24
O 0.4285 0.9860 -0.3341  -0.29
Br 1.1791 -1.4174 -1.2750  -0.14
H -2.4920 -2.8188 -0.1575  0.25
H -0.7412 -2.9154 0.0755  0.34
H -2.0079 -0.1231 0.1988  0.36
H 2.3883 1.1219 -0.3113  0.34
H 1.7372 1.8927 1.2826  0.22
H 1.5368 2.7025 -0.3853  0.23
H 0.7087 -0.5033 1.0843  0.41

=====

## two
# C4H7BrO

The molecule C4H7BrO (wB97M-V/def2-TZVPD, the OMol25 dataset).

LUMO energy (spin up / spin down)	0.69 / 0.65	eV
net charge	0
E_HOMO (spin up / spin down)	-7.325 / -7.190	eV
HOMO-LUMO gap (spin up / spin down)	0.2946 / 0.2882	hartree

Each line ends with the Mulliken charge.
Positions of all 13 atoms, in Å:
C 0.1147 -0.6318 -0.6452  -0.30
C -2.3104 -0.8500 0.0280  -0.20
C 1.4582 0.8065 0.8446  -1.00
C 0.9832 0.4942 -0.5006  -0.44
O -1.1437 -0.3726 -0.4177  -0.22
Br -3.7848 0.1874 0.3265  -0.12
H 0.2569 -1.6522 -0.9620  0.48
H -2.4787 -1.9544 -0.1008  0.32
H 0.5404 0.6838 1.3679  0.31
H 1.9918 1.7384 0.7713  0.30
H 2.0668 -0.0094 1.3763  0.28
H 1.7968 0.2282 -1.1252  0.30
H 0.5088 1.3320 -0.9631  0.28

=====

Most stable: one. Least stable: two.